C3H9N2O2 | the ωB97M-V functional and the def2-TZVPD basis

```
16
Properties=species:S:1:pos:R:3:lowdin_charge:R:1
C -1.204 0.834 0.197 -0.017
C -0.207 -0.050 0.405 -0.037
N -0.505 -1.134 -0.361 0.111
C -1.615 -0.935 -1.058 -0.047
N -2.077 0.243 -0.683 0.114
H -1.456 1.744 0.694 0.136
H 0.620 0.120 1.077 0.099
H 0.163 -1.855 -0.566 0.168
H -2.147 -1.733 -1.553 0.169
H -2.868 0.703 -1.111 0.184
H 2.545 -0.232 -1.447 0.054
H 1.842 0.005 -2.726 0.056
O 1.873 -0.649 -2.011 -0.055
H 2.107 1.559 2.692 0.056
H 1.437 0.555 3.686 0.058
O 1.492 0.824 2.765 -0.050
```

Summary:
**HOMO-LUMO gap**: 11.28 eV
**Total charge**: +1
**HOMO energy**: -14.31 eV
**Multiplicity**: 1

***

C52H59FeN4O5 | the ωB97M-V functional and the def2-TZVPD basis

```
121
Properties=species:S:1:pos:R:3:lowdin_spin:R:1
O -8.866 -1.983 -2.176 0.003
C -7.795 -2.064 -2.628 0.036
Fe -6.462 -2.578 -3.659 2.213
C -6.370 -4.213 -2.749 0.164
O -6.788 -5.238 -2.403 0.109
C -7.639 -3.305 -4.746 0.049
O -8.506 -3.924 -5.219 0.035
C -4.943 -1.222 -2.653 0.111
C -5.692 -0.128 -3.285 0.015
C -6.439 -0.753 -4.425 0.017
C -5.667 -1.524 -5.321 0.054
C -4.674 -2.349 -4.788 0.133
C -4.397 -2.256 -3.402 0.038
H -4.820 -1.183 -1.573 0.003
H -6.356 0.401 -2.585 0.001
H -5.016 0.660 -3.664 0.003
H -7.370 -0.284 -4.749 0.002
H -5.947 -1.572 -6.376 0.000
H -4.176 -3.105 -5.398 0.010
H -3.749 -3.006 -2.925 0.000
C 4.516 0.665 1.904 0.001
C 5.249 0.928 0.602 0.000
C 4.927 2.338 0.081 0.002
C 6.752 0.868 0.952 0.000
C 4.892 -0.073 -0.545 0.004
C 5.903 -0.232 -1.496 0.000
C 5.812 -1.182 -2.497 0.000
C 4.650 -1.928 -2.625 0.000
C 3.546 -1.708 -1.808 0.004
C 2.275 -2.575 -2.098 0.003
C 1.954 -3.456 -0.887 0.000
C 2.466 -3.542 -3.281 0.001
C 1.110 -1.685 -2.517 0.013
C 3.653 -0.750 -0.756 0.009
N 2.515 -0.522 0.134 0.150
C 1.493 0.403 0.084 0.075
C 1.214 1.208 -1.002 0.388
C 0.330 2.362 -1.094 0.194
C -1.065 2.189 -1.265 0.059
C -1.934 3.258 -1.319 0.095
C -1.406 4.558 -1.165 0.142
N -2.248 5.556 -0.607 0.156
O -1.806 6.715 -0.453 0.173
O -3.402 5.206 -0.256 0.160
C -0.019 4.779 -1.270 0.078
C 0.841 3.690 -1.222 0.056
N 0.851 0.310 1.323 0.078
C -0.370 0.992 1.701 0.007
C -1.610 0.454 1.326 0.003
C -1.927 -0.963 0.757 0.001
C -2.923 -1.663 1.703 0.000
C -0.761 -1.904 0.537 -0.001
C -2.560 -0.835 -0.625 0.003
C -2.762 1.250 1.500 0.001
C -2.696 2.504 2.075 0.003
C -1.483 2.957 2.580 0.000
C -0.312 2.211 2.431 0.005
C 0.989 2.797 3.049 0.001
C 0.723 4.074 3.856 0.000
C 1.946 3.174 1.923 0.000
C 1.644 1.825 4.027 -0.001
C 1.464 -0.745 2.025 0.011
C 1.063 -1.279 3.331 0.000
C -0.186 -1.047 3.969 0.001
C -0.435 -1.579 5.233 0.000
C 0.551 -2.324 5.893 0.002
C 1.787 -2.562 5.274 0.000
C 2.034 -2.073 3.992 0.001
N 2.486 -1.232 1.343 0.074
H 4.588 -0.381 2.210 0.000
H 4.924 1.287 2.715 0.000
H 3.462 0.925 1.825 0.000
H 5.581 2.600 -0.766 0.000
H 3.889 2.384 -0.286 0.002
H 5.052 3.103 0.864 0.000
H 7.396 1.258 0.155 0.000
H 6.968 1.470 1.848 0.000
H 7.057 -0.163 1.171 0.000
H 6.802 0.388 -1.457 0.000
H 6.641 -1.347 -3.181 0.000
H 4.607 -2.682 -3.407 0.000
H 2.021 -2.920 0.059 0.000
H 0.951 -3.893 -0.978 0.000
H 2.687 -4.272 -0.833 0.000
H 2.697 -3.008 -4.211 0.000
H 3.255 -4.278 -3.087 0.000
H 1.536 -4.102 -3.455 0.000
H 1.289 -1.273 -3.521 0.000
H 0.157 -2.232 -2.521 0.000
H 1.000 -0.822 -1.863 0.008
H 1.893 1.047 -1.846 0.017
H -1.438 1.167 -1.350 0.001
H -3.006 3.115 -1.414 0.008
H 0.341 5.803 -1.328 0.008
H 1.926 3.838 -1.275 0.001
H -3.847 -1.087 1.829 0.000
H -3.189 -2.649 1.295 0.000
H -2.472 -1.814 2.692 0.000
H 0.005 -1.444 -0.096 0.000
H -0.309 -2.262 1.467 0.000
H -1.107 -2.789 -0.024 0.000
H -1.812 -0.675 -1.414 0.001
H -3.060 -1.778 -0.880 0.001
H -3.294 -0.026 -0.689 0.001
H -3.734 0.866 1.176 0.000
H -3.584 3.136 2.138 0.000
H -1.476 3.919 3.100 0.000
H 0.036 3.879 4.687 0.000
H 1.663 4.443 4.286 0.000
H 0.314 4.876 3.232 0.000
H 2.039 2.366 1.193 0.001
H 1.563 4.044 1.372 0.001
H 2.948 3.410 2.312 0.000
H 2.053 0.947 3.528 0.000
H 2.478 2.317 4.548 0.000
H 0.916 1.481 4.773 0.000
H -0.942 -0.437 3.473 0.000
H -1.406 -1.398 5.695 0.000
H 0.348 -2.719 6.889 0.000
H 2.565 -3.131 5.787 0.000
H 2.974 -2.270 3.471 0.000
```

Summary:
**Expectation value of S²**: 8.847
**HOMO-LUMO gap (spin up / spin down)**: 4.06 / 5.38 eV
**HOMO energy (spin up / spin down)**: -4.55 / -7.98 eV
**Multiplicity**: 6

***

C37H32Br2F4N2O4P2ReS4 | the ωB97M-V functional and the def2-TZVPD basis

```
88
Properties=species:S:1:pos:R:3:lowdin_charge:R:1
Re -0.500 0.212 -0.930 0.839
F 7.447 0.100 -1.593 0.160
C 6.172 0.087 -1.245 -0.130
C 5.807 0.126 0.086 -0.128
F 6.734 0.173 1.030 0.154
C 4.466 0.112 0.426 -0.222
F 4.207 0.118 1.733 0.116
C 3.436 0.081 -0.519 -0.272
P 1.692 0.032 0.146 0.999
C 1.783 1.292 1.462 -0.408
C 0.867 1.220 2.512 -0.162
C 0.840 2.201 3.491 -0.059
C 1.706 3.282 3.417 -0.062
C 2.600 3.378 2.360 -0.058
C 2.642 2.386 1.392 -0.110
C 1.874 -1.609 0.949 -0.341
C 1.913 -1.849 2.316 -0.068
C 2.113 -3.138 2.792 -0.060
C 2.288 -4.192 1.910 -0.072
C 2.260 -3.958 0.541 -0.071
C 2.051 -2.673 0.065 -0.116
C 3.843 -0.003 -1.854 -0.556
Br 2.661 -0.277 -3.295 0.958
C 5.183 0.011 -2.208 -0.268
F 5.557 -0.066 -3.482 0.084
H 0.148 0.410 2.558 0.090
H 0.129 2.125 4.303 0.115
H 1.683 4.050 4.180 0.111
H 3.277 4.220 2.295 0.111
H 3.368 2.465 0.590 0.108
H 1.821 -1.037 3.023 0.103
H 2.138 -3.314 3.859 0.117
H 2.452 -5.193 2.287 0.113
H 2.416 -4.774 -0.154 0.109
H 2.046 -2.490 -1.006 0.092
C -5.664 0.473 1.363 -0.067
C -5.354 1.807 0.734 -0.230
O -3.916 2.052 0.822 -0.294
P -2.969 1.966 -0.406 0.051
S -1.022 2.117 0.246 0.539
S -2.937 0.309 -1.519 0.431
O -3.422 3.237 -1.240 -0.289
C -2.915 3.507 -2.566 -0.285
C -3.273 4.927 -2.923 -0.055
H -6.739 0.291 1.319 0.087
H -5.345 0.458 2.403 0.086
H -5.150 -0.329 0.833 0.067
H -5.812 2.637 1.267 0.126
H -5.663 1.854 -0.311 0.113
H -3.358 2.786 -3.253 0.111
H -1.834 3.358 -2.563 0.076
H -4.350 5.077 -2.860 0.087
H -2.958 5.139 -3.945 0.084
H -2.784 5.634 -2.253 0.085
C 1.130 3.428 -1.752 -0.093
C 0.581 2.569 -2.833 -0.661
N 0.046 1.377 -2.687 -0.157
C -0.305 0.826 -3.907 -0.405
C -0.090 1.628 -4.976 -0.311
S 0.619 3.091 -4.459 1.126
C -0.680 -0.577 -3.880 -0.396
C -1.081 -1.367 -4.901 -0.306
S -1.268 -2.968 -4.348 1.141
C -0.802 -2.504 -2.768 -0.596
N -0.527 -1.225 -2.662 -0.094
C -0.711 -3.507 -1.677 -0.065
H 1.558 2.808 -0.968 0.037
H 0.347 4.034 -1.294 0.070
H 1.897 4.092 -2.150 0.091
H -0.252 1.407 -6.018 0.093
H -1.269 -1.087 -5.924 0.093
H -1.575 -4.170 -1.683 0.098
H -0.643 -2.992 -0.725 0.030
H 0.185 -4.116 -1.807 0.093
Br -1.049 -5.746 5.515 0.760
C -1.299 -4.351 4.265 -0.690
C -1.665 -3.090 4.711 -0.106
C -1.833 -2.072 3.788 -0.005
C -1.611 -2.300 2.432 -0.128
C -1.250 -3.570 2.007 -0.016
C -1.107 -4.604 2.917 -0.120
C -1.748 -1.127 1.511 -0.561
O -2.409 -0.162 1.829 0.019
O -0.976 -1.173 0.436 -0.309
H -1.820 -2.911 5.766 0.106
H -2.138 -1.085 4.110 0.123
H -1.077 -3.769 0.961 0.093
H -0.835 -5.597 2.586 0.106
```

Summary:
**HOMO-LUMO gap (spin up / spin down)**: 6.54 / 6.54 eV
**Total charge**: +1
**HOMO energy (spin up / spin down)**: -10.19 / -10.19 eV
**Multiplicity**: 1

***

C5H6O4Rb | the ωB97M-V functional and the def2-TZVPD basis

```
16
Properties=species:S:1:pos:R:3:lowdin_spin:R:1
C 2.097 -0.744 -1.465 0.027
H 2.669 -1.557 -1.922 0.017
H 1.691 -0.023 -2.183 0.010
C 1.914 -0.663 -0.157 0.471
H 2.586 -0.692 0.706 0.024
H 0.389 -0.550 1.956 -0.002
C 0.031 -0.903 0.962 -0.045
C -1.060 -0.098 0.518 0.423
O -1.214 1.157 1.094 0.081
C -1.659 2.155 0.346 0.015
O -1.505 2.281 -0.844 0.018
O -2.411 2.937 1.108 0.001
O -0.166 -2.223 0.876 -0.055
H -1.691 -0.376 -0.327 0.020
H -2.387 3.839 0.764 0.000
Rb 0.715 -4.542 -1.432 -0.005
```

Summary:
**Expectation value of S²**: 0.871
**HOMO-LUMO gap (spin up / spin down)**: 4.56 / 4.47 eV
**HOMO energy (spin up / spin down)**: -5.85 / -5.74 eV
**Multiplicity**: 2